Density functional theory data (ωB97M-V/def2-TZVPD) for a structure of composition C28H52N4NiO2P.

```
88
Properties=species:S:1:pos:R:3:forces:R:3
Ni -1.2387 -1.9546 -0.8690 -0.782 -0.128 -0.398
C -4.0654 -4.3167 -2.3405 0.062 0.069 0.015
C -3.3784 -3.6486 -1.1828 -0.218 0.018 0.077
C -2.3042 -4.2566 -0.5338 0.081 0.118 0.049
C -1.7324 -3.6965 0.6178 0.063 -0.099 0.057
C -0.7127 -4.4573 1.4205 -0.011 0.064 -0.035
C -2.2419 -2.4769 1.0978 0.099 0.100 -0.119
C -3.2887 -1.8144 0.4302 0.086 -0.046 -0.037
C -3.8304 -0.5119 0.9508 0.088 0.031 -0.121
C -3.8447 -2.4246 -0.7000 0.022 -0.142 0.003
H -4.0927 -3.6620 -3.2132 0.003 -0.020 -0.016
H -5.0975 -4.5496 -2.0754 -0.001 -0.015 -0.034
H -3.5691 -5.2460 -2.6144 -0.001 0.004 -0.026
H -1.9504 -5.2209 -0.8808 0.050 0.020 -0.015
H -0.0198 -5.0010 0.7795 0.007 -0.003 0.011
H -1.2267 -5.1844 2.0519 0.043 -0.017 0.010
H -0.1455 -3.7905 2.0691 0.026 -0.029 -0.023
H -1.8871 -2.1076 2.0522 0.094 0.168 -0.056
H -3.2375 0.3211 0.5656 -0.011 0.035 0.029
H -3.7926 -0.4756 2.0382 -0.007 -0.007 0.017
H -4.8595 -0.3644 0.6272 -0.002 -0.002 0.033
H -4.6997 -1.9605 -1.1792 0.054 0.062 -0.042
C -0.3140 -3.7706 -3.4408 0.149 -0.100 0.023
O -0.7408 -2.5139 -2.9281 -0.067 -0.036 0.175
C -0.8279 -1.5006 -3.9173 0.040 0.323 0.025
C -1.8092 -0.4467 -3.4211 -0.017 -0.312 -0.088
O -1.6186 -0.1465 -2.0449 0.424 -0.053 0.917
C -0.6353 0.8672 -1.7792 0.411 0.514 -0.296
H -1.0684 -4.1858 -4.1140 -0.007 0.033 0.015
H -0.1743 -4.4356 -2.5922 -0.013 0.002 -0.014
H 0.6333 -3.6728 -3.9765 -0.010 0.042 0.026
H -1.2066 -1.9194 -4.8539 0.006 0.013 -0.012
H 0.1655 -1.0797 -4.1058 0.017 -0.049 0.044
H -2.8235 -0.8415 -3.4876 -0.008 0.053 -0.014
H -1.7346 0.4569 -4.0290 -0.036 0.025 0.024
H -0.9576 1.8003 -2.2537 -0.090 -0.086 -0.054
H 0.3265 0.5693 -2.2275 -0.046 -0.115 0.034
H -0.6918 0.1810 0.1119 0.055 -0.045 0.139
N -0.5305 1.0711 -0.3549 -0.648 -0.253 -0.127
P 0.9696 1.6991 0.2345 0.520 -0.670 -0.185
N 0.9273 1.1651 1.8343 -0.117 0.277 -0.013
C 2.1809 1.0622 2.5824 0.119 -0.305 0.050
C 1.9478 0.2035 3.8187 0.000 0.097 0.065
C 0.9976 0.9291 4.7952 0.030 0.041 -0.096
C 0.1280 1.9514 4.0482 0.036 -0.148 -0.009
C -0.2562 1.4064 2.6792 -0.032 -0.001 -0.014
N 2.0149 0.2664 -0.3593 -0.409 1.290 0.135
C 3.1282 0.5110 -1.2457 0.122 -0.017 0.139
C 4.4007 -0.1705 -0.7368 -0.190 -0.045 -0.225
C 4.1395 -1.6675 -0.5715 0.055 0.093 0.198
C 2.9318 -1.9002 0.3371 -0.049 -0.049 -0.229
C 1.7128 -1.1211 -0.1729 -0.013 -0.148 0.313
N 0.3230 3.3691 0.4972 0.030 -0.468 0.107
C -0.6195 3.9926 -0.4251 -0.053 -0.089 -0.161
C -0.7828 5.4753 -0.1120 0.164 -0.057 -0.086
C 0.5414 6.2193 -0.3349 -0.035 -0.105 0.027
C 1.7412 5.3706 0.1324 -0.145 -0.068 0.053
C 1.2799 4.2870 1.1031 0.129 0.111 -0.029
H 2.5530 2.0414 2.9110 0.007 0.029 -0.082
H 2.9334 0.6294 1.9236 -0.030 0.022 0.042
H 2.8995 -0.0152 4.3042 0.006 -0.028 -0.018
H 1.5164 -0.7525 3.5067 0.033 0.012 -0.034
H 1.5704 1.4423 5.5687 0.001 -0.044 0.031
H 0.3624 0.1972 5.2984 -0.001 0.036 0.033
H 0.6692 2.8912 3.9226 -0.036 0.035 -0.005
H -0.7739 2.1730 4.6205 0.000 0.039 -0.028
H -0.9372 2.0813 2.1638 -0.003 0.017 -0.019
H -0.7751 0.4521 2.8316 -0.133 -0.062 -0.020
H 3.2711 1.5920 -1.3232 0.005 -0.012 -0.072
H 2.9204 0.1219 -2.2613 -0.009 0.071 -0.013
H 4.6789 0.2681 0.2252 0.037 0.016 -0.006
H 5.2174 0.0045 -1.4410 0.040 -0.015 0.058
H 5.0189 -2.1628 -0.1558 -0.004 -0.051 -0.056
H 3.9501 -2.1119 -1.5547 -0.003 -0.011 -0.015
H 3.1640 -1.5557 1.3484 -0.019 -0.055 0.016
H 2.6880 -2.9662 0.3860 0.034 0.011 0.072
H 0.9125 -1.2131 0.5793 -0.004 -0.040 -0.196
H 1.3818 -1.5880 -1.1316 -0.079 -0.006 0.094
H -1.5745 3.4672 -0.3492 0.008 0.008 -0.017
H -0.2786 3.8976 -1.4681 -0.010 0.046 -0.042
H -1.1165 5.5853 0.9218 -0.047 0.011 -0.010
H -1.5607 5.8916 -0.7524 -0.048 0.011 0.046
H 0.5170 7.1717 0.1955 0.007 0.019 -0.031
H 0.6481 6.4435 -1.3976 0.008 0.074 0.009
H 2.4947 5.9966 0.6107 0.056 -0.015 -0.050
H 2.2104 4.8735 -0.7203 0.056 0.034 0.006
H 0.8195 4.7562 1.9818 0.064 -0.062 0.030
H 2.1368 3.7062 1.4543 -0.004 0.037 0.044
```
Forces are in eV/Å.

Properties
- charge = +1
- <S²> = 2.011
- energy (Eh) = -3317.0045
- spin multiplicity = 3
- energy relative to the best compared isomer or geometry (same formula, charge and spin) (eV) = 0.721
- HOMO-LUMO gap (alpha / beta) (Eh) = 0.253 / 0.288
- max |F| (eV/A) = 1.36